2 unconnected molecules or ions with the total composition C5H8F3N2O in a non-equilibrium geometry, computed with the ωB97M-V functional and the def2-TZVPD basis.

Its net charge is +1. Its frontier orbital gap is 9.19 eV. For the total energy, the calculation gives -18484.905 eV. For the highest occupied orbital energy, the calculation gives -15.298 eV. Its multiplicity is 1.

Last column: Löwdin charge in e.
CARTESIAN COORDINATES (ANGSTROEM)
F (-3.812, 0.797, 1.268)  0.15
F (-5.113, -0.222, -0.221)  0.17
C (0.974, 0.282, -0.194)  -0.01
H (0.366, -2.560, -0.894)  0.12
C (-3.855, 0.268, 0.050)  -0.75
N (-1.079, 1.040, 0.752)  0.12
H (-1.818, 1.434, 1.399)  0.20
H (0.830, 1.114, 1.930)  0.16
C (-1.146, -0.081, 0.108)  -0.02
O (-2.995, -0.655, -0.251)  0.15
C (-0.190, -1.771, -1.429)  0.03
H (-1.270, -2.073, -1.539)  0.13
H (0.484, 2.329, 0.500)  0.15
H (1.856, -0.394, 0.093)  0.17
H (1.211, 0.980, -1.027)  0.14
H (0.320, -1.707, -2.363)  0.10
N (-0.201, -0.624, -0.545)  -0.04
C (0.372, 1.284, 0.903)  -0.06
F (-3.616, 1.430, -0.664)  0.10

=====

A molecular structure, C23H23Cl2O2PRhSSe4, computed with the ωB97M-V functional and the def2-TZVPD basis.

Its net charge is -1. Its frontier orbital gap (alpha / beta) is 6.38 / 6.38 eV. For the total energy, the calculation gives -337885.659 eV. For the highest occupied orbital energy (alpha / beta), the calculation gives -4.198 / -4.198 eV. Its multiplicity is 1.

Last column: Löwdin charge in e.
CARTESIAN COORDINATES (ANGSTROEM)
C (4.177, 3.281, -2.026)  -0.12
H (3.749, -0.323, 0.671)  0.10
H (4.683, 2.469, -2.537)  0.09
H (2.565, -4.238, 4.126)  0.10
C (2.181, -4.154, 3.118)  -0.09
H (-3.994, -0.604, -3.367)  0.05
C (2.881, 5.346, -0.713)  -0.09
H (0.667, -2.708, 3.625)  0.10
H (-4.474, 1.467, -0.379)  0.06
C (2.914, 0.123, 1.200)  -0.12
H (-3.111, -1.850, -0.044)  0.06
S (0.536, -3.787, -1.149)  0.37
P (2.426, 1.258, -1.278)  0.63
C (1.123, -3.304, 2.847)  -0.13
Cl (3.027, -5.728, -0.429)  0.65
H (-0.159, 1.577, 3.019)  0.10
H (-6.167, -1.325, -1.877)  0.12
H (5.585, 4.769, -2.667)  0.09
O (-5.986, 0.646, -2.522)  -0.06
Rh (-0.387, -0.378, -0.845)  -0.21
C (-4.278, -0.505, -1.244)  -0.58
C (1.185, -3.937, 0.488)  -0.69
H (1.460, 3.864, -0.104)  0.09
C (2.687, -0.196, 2.529)  -0.10
H (-6.927, 0.690, -2.710)  0.08
C (-3.608, -1.101, -2.478)  -0.50
Cl (-0.692, -2.130, 1.288)  0.73
C (-4.150, -1.515, -0.096)  -0.28
O (-4.595, -1.016, 1.153)  -0.10
H (-3.868, -2.161, -2.537)  0.06
H (4.433, 6.614, -1.488)  0.09
C (3.020, 3.006, -1.302)  -0.45
C (0.718, 1.181, 2.522)  -0.10
C (2.750, -4.896, 2.096)  -0.12
H (3.354, -0.878, 3.042)  0.10
H (0.266, 2.162, 0.669)  0.01
C (-3.716, 0.880, -0.897)  -0.51
H (-4.765, -2.391, -0.325)  0.13
C (4.039, 5.606, -1.437)  -0.11
C (4.685, 4.572, -2.097)  -0.10
C (0.640, -3.213, 1.553)  -0.64
Se (-1.647, -1.058, -2.738)  0.57
H (-3.455, 1.408, -1.813)  0.06
C (1.585, 0.333, 3.193)  -0.11
H (-3.888, -0.417, 1.449)  0.00
H (2.370, 6.152, -0.200)  0.10
C (-5.773, -0.361, -1.531)  -0.22
C (2.373, 4.057, -0.651)  -0.10
H (3.579, -5.563, 2.285)  0.10
C (2.255, -4.780, 0.806)  -0.67
C (2.055, 0.984, 0.514)  -0.48
H (-6.276, -0.094, -0.596)  0.12
H (1.393, 0.064, 4.225)  0.10
C (0.952, 1.507, 1.189)  -0.21
Se (0.339, 1.526, -2.093)  0.26
Se (-2.162, 0.901, 0.284)  0.61
Se (1.425, -1.830, -1.719)  0.14